Molecular formula: C54H44AsF6N6O3P2S2Ti
Method: DFT, ωB97M-V with the def2-TZVPD basis set

ORCA input file:
```
! RIJCOSX wB97M-V def2-TZVPD def2/J DEFGRID3
* xyz 0 2
Ti 1.09 0.21 -0.55
O 3.76 -0.08 -0.54
N 3.21 1.16 -0.84
C 3.83 1.90 -1.68
C 3.41 3.27 -1.94
C 4.34 4.04 -2.64
C 4.15 5.40 -2.83
C 3.01 5.99 -2.30
C 2.07 5.23 -1.62
C 2.23 3.86 -1.43
P 0.86 2.93 -0.58
C 0.90 3.54 1.14
C 1.31 2.71 2.19
C 1.07 3.14 3.49
C 0.51 4.38 3.76
C 0.20 5.24 2.72
C 0.39 4.81 1.42
C -0.55 3.79 -1.35
C -0.50 4.02 -2.72
C -1.56 4.64 -3.36
C -2.69 5.02 -2.64
C -2.75 4.77 -1.28
C -1.69 4.15 -0.63
H 4.30 -0.37 -1.30
H 4.77 1.57 -2.12
H 5.24 3.57 -3.03
H 4.88 5.98 -3.38
H 2.84 7.05 -2.43
H 1.18 5.72 -1.26
H 2.96 1.86 1.27
H 1.38 2.52 4.32
H 0.34 4.68 4.79
H -0.20 6.23 2.91
H 0.09 5.46 0.61
H 0.35 3.71 -3.30
H -1.52 4.80 -4.42
H -3.52 5.50 -3.14
H -3.62 5.05 -0.71
H -1.75 3.95 0.43
S 3.00 -2.44 2.12
C 2.41 -3.94 1.56
C 3.22 -5.08 1.76
C 2.72 -6.35 1.55
C 1.41 -6.49 1.11
C 0.63 -5.37 0.84
C 1.10 -4.08 1.04
As -0.03 -2.50 0.59
C -1.35 -3.45 -0.48
C -2.71 -3.25 -0.26
C -3.65 -3.92 -1.03
C -3.25 -4.79 -2.03
C -1.89 -4.96 -2.28
C -0.95 -4.30 -1.51
C -0.99 -2.36 2.27
C -0.84 -1.21 3.03
C -1.46 -1.11 4.27
C -2.22 -2.16 4.76
C -2.38 -3.31 4.00
C -1.76 -3.41 2.76
H 4.23 -4.94 2.11
H 3.34 -7.21 1.73
H 0.99 -7.48 0.95
H -0.38 -5.52 0.47
H -3.04 -2.57 0.51
H -4.70 -3.75 -0.84
H -3.98 -5.31 -2.62
H -1.56 -5.62 -3.07
H 0.10 -4.45 -1.73
H -0.26 -0.39 2.63
H -1.33 -0.21 4.86
H -2.70 -2.08 5.73
H -2.98 -4.13 4.37
H -1.89 -4.32 2.17
N -4.71 -3.28 -5.36
C -3.95 -2.41 -4.59
C -2.58 -2.26 -4.83
C -1.84 -1.38 -4.07
C -2.44 -0.64 -3.07
C -3.81 -0.76 -2.85
C -4.55 -1.64 -3.60
S -1.57 0.67 -2.28
O -2.54 1.73 -2.20
O -0.33 0.86 -3.00
N -1.02 0.33 -0.76
C -1.90 0.67 0.26
N -3.13 0.15 0.23
C -3.93 0.49 1.23
C -3.53 1.32 2.26
C -2.24 1.81 2.18
N -1.42 1.51 1.18
H -4.20 -4.01 -5.84
H -5.59 -3.58 -4.98
H -2.10 -2.83 -5.61
H -0.79 -1.23 -4.29
H -4.28 -0.15 -2.09
H -5.62 -1.72 -3.43
H -4.93 0.07 1.21
H -4.19 1.58 3.08
H -1.83 2.48 2.94
N 1.47 0.46 1.13
C 2.15 1.47 1.91
C 2.87 0.93 3.12
C 4.18 1.34 3.35
C 4.86 0.93 4.48
C 4.25 0.10 5.40
C 2.94 -0.32 5.18
C 2.26 0.10 4.05
H 4.67 1.98 2.63
H 5.88 1.25 4.64
H 4.78 -0.24 6.28
H 2.45 -0.98 5.89
H 1.25 -0.24 3.88
F 2.07 -0.31 -2.62
P 1.98 -1.99 -2.90
F 1.56 -1.68 -4.41
F 0.44 -1.88 -2.42
F 2.37 -2.16 -1.33
F 1.89 -3.56 -3.10
F 3.54 -1.95 -3.28
*
```

- E (Eh) = -7802.171086
- energy above the lowest of the compared OMol25 structures with the same formula, charge and spin (eV) = 1.4080
- Kohn-Sham gap (alpha / beta) (Ha) = 0.2573 / 0.2245